Entry 1:
54
Properties=species:S:1:pos:R:3:forces:R:3:nbo_charge:R:1 method="wB97M-V/def2-TZVPD" total_energy_ha=-1427.25630 gap_ev=9.041 smiles=COCCNCCOC.COCCNCCOC.NBCl fmax_ev_per_a=0.76 de_lowest_kcal_mol=1.5 homo_ev=-8.53
Cl 1.179 -2.929 -5.450 -0.085 -0.134 0.133 -0.212
O -2.355 -2.253 1.809 -0.016 -0.008 -0.037 -0.548
O 2.032 5.793 0.807 0.011 -0.039 0.039 -0.546
O 0.684 1.481 1.685 0.023 0.011 0.037 -0.561
O -1.663 -4.926 -1.896 -0.054 0.082 0.036 -0.557
N 0.290 4.180 2.844 0.056 -0.051 -0.099 -0.625
N 3.789 -2.311 -4.847 -0.234 -0.214 -0.691 -1.048
N -1.167 -2.108 -1.090 -0.034 -0.127 0.071 -0.625
C -0.521 1.939 2.290 -0.097 -0.025 -0.030 -0.071
C 1.675 1.054 2.596 0.004 -0.055 -0.024 -0.246
C 0.314 5.610 2.569 0.013 0.007 0.092 -0.246
C -0.162 -3.151 -1.214 -0.054 0.023 0.026 -0.242
C 0.688 6.061 1.161 -0.052 0.082 -0.016 -0.082
C -0.980 -1.210 0.042 -0.026 0.104 -0.080 -0.250
C -2.663 -3.579 1.428 -0.018 -0.009 0.052 -0.244
C -2.834 -4.679 -2.643 -0.001 -0.050 -0.028 -0.244
C -1.065 -1.795 1.446 0.075 0.070 0.058 -0.081
C 2.281 4.509 0.271 0.028 0.028 -0.050 -0.244
C -0.538 -4.147 -2.288 0.105 -0.062 -0.033 -0.071
C -0.698 3.427 2.088 0.054 0.029 0.003 -0.242
B 2.490 -1.824 -5.013 0.078 0.153 0.282 0.529
H -1.698 3.710 2.432 0.004 0.022 -0.005 0.194
H 2.536 3.776 1.042 -0.037 -0.013 -0.003 0.159
H 1.207 3.793 2.661 0.006 0.019 0.016 0.353
H -2.650 -4.778 -3.718 -0.008 -0.004 0.000 0.170
H -0.006 -3.712 -0.281 0.058 -0.014 -0.023 0.165
H 0.580 7.147 1.125 0.011 0.000 -0.020 0.190
H -0.672 6.023 2.807 -0.007 -0.010 -0.012 0.189
H 3.130 4.597 -0.406 0.001 0.002 0.001 0.188
H -2.080 -2.541 -1.023 -0.007 0.024 0.000 0.352
H -0.326 -2.590 1.605 -0.028 -0.030 -0.048 0.160
H -3.127 -3.633 0.439 0.035 -0.011 -0.013 0.160
H 2.212 -0.686 -4.823 0.080 0.041 -0.213 -0.067
H -1.738 -0.425 -0.035 0.018 0.017 0.014 0.199
H -0.530 1.690 3.355 0.008 0.046 0.008 0.179
H -3.371 -3.973 2.157 -0.002 0.002 0.000 0.187
H 0.299 -4.834 -2.442 -0.012 -0.009 -0.025 0.183
H -3.247 -3.681 -2.457 0.019 0.011 -0.022 0.160
H -0.655 3.621 1.007 -0.053 -0.021 -0.002 0.168
H 3.951 -3.290 -5.029 0.078 0.000 -0.023 0.395
H 2.096 1.883 3.175 -0.027 -0.005 0.025 0.164
H -1.353 1.417 1.810 0.018 -0.031 0.001 0.185
H 1.280 0.310 3.296 0.008 -0.003 0.001 0.170
H 4.571 -1.741 -5.129 0.085 0.153 0.515 0.404
H -0.734 -3.635 -3.233 -0.021 0.033 0.026 0.183
H -1.771 -4.213 1.426 -0.006 -0.006 -0.005 0.169
H 0.794 -2.689 -1.484 -0.001 0.012 0.016 0.192
H -0.825 -0.992 2.148 0.002 -0.013 0.014 0.187
H 1.420 4.135 -0.291 0.005 -0.009 0.001 0.170
H 1.024 6.068 3.262 -0.013 0.015 0.002 0.203
H 0.012 5.645 0.403 0.009 -0.046 0.025 0.161
H 2.471 0.595 2.011 0.005 0.008 0.000 0.193
H -0.008 -0.717 -0.059 0.002 -0.004 0.000 0.200
H -3.569 -5.424 -2.344 -0.005 0.007 0.008 0.191

---

Entry 2:
58
Properties=species:S:1:pos:R:3:forces:R:3:nbo_charge:R:1 method="wB97M-V/def2-TZVPD" total_energy_ha=-2326.83925 spin_multiplicity=4 gap_ev="7.212 / 8.934" fmax_ev_per_a=3.06 de_lowest_kcal_mol=4.8 homo_ev="-6.75 / -8.48"
V -0.430 -0.446 0.904 -0.763 0.713 -1.436 1.190
F 4.018 0.249 -2.395 -0.373 -0.280 0.390 -0.336
F 3.593 -0.248 -0.311 -0.106 -0.061 -0.660 -0.329
F 3.093 -1.661 -1.899 -0.210 0.724 0.149 -0.337
O 0.949 0.058 -2.794 1.048 -0.295 -0.214 -0.560
O 0.971 0.316 -0.552 0.000 -1.070 0.327 -0.876
O -0.292 -2.462 -0.190 0.612 -0.835 -0.048 -0.706
O -2.242 -0.437 -0.657 -0.387 -0.256 -0.385 -0.714
O 0.216 0.377 3.062 0.741 0.904 1.364 -0.547
O -1.370 1.865 -1.987 -0.013 -0.016 -0.515 -0.740
O 1.517 -1.544 1.692 -0.104 -0.660 -0.208 -0.706
N -1.119 1.731 1.057 -0.119 -0.236 0.373 -0.845
C -2.345 -0.328 -2.087 0.113 -0.274 -0.126 -0.103
C 1.744 0.389 -1.647 -2.036 1.562 1.675 0.316
C 3.100 -0.335 -1.575 0.614 -0.524 0.132 0.927
C -0.061 1.746 3.315 -0.076 0.300 -1.351 -0.060
C 1.781 -2.756 0.989 1.273 -0.937 0.197 -0.084
C -0.535 3.901 2.018 0.266 0.053 0.711 -0.627
C -2.482 1.121 -2.486 0.500 0.729 0.297 -0.086
C -0.157 2.415 1.940 -0.412 0.545 -0.288 -0.064
C 0.528 -3.435 0.458 0.386 0.494 1.082 -0.085
C 0.562 -0.041 -5.134 0.359 -0.191 -0.391 -0.620
C 0.445 -0.307 4.304 -1.161 -0.221 -0.477 -0.252
C 1.614 0.138 -4.038 -0.399 0.059 -1.395 -0.078
B -2.032 -1.485 2.553 -0.960 -0.643 -0.137 -0.742
H -3.125 -0.698 -0.371 0.305 -0.028 0.688 0.500
H 2.268 -3.453 1.689 -0.405 -0.152 0.061 0.172
H -1.945 -0.388 2.241 0.061 1.947 -0.586 -0.049
H 2.374 -1.227 1.991 -0.144 0.430 -0.072 0.501
H -3.172 -0.940 -2.462 -0.192 0.186 0.149 0.176
H -0.167 4.371 2.938 0.489 0.101 -0.318 0.210
H 0.813 2.250 1.463 0.039 0.317 0.001 0.217
H 1.948 1.471 -1.680 1.010 0.064 -0.939 0.138
H -1.008 -1.994 2.508 1.724 -0.975 -0.009 -0.027
H 0.771 2.212 3.849 0.062 -0.025 0.120 0.179
H 0.760 -1.307 4.030 0.325 0.033 0.247 0.215
H 2.391 -0.615 -4.206 -0.169 -0.293 0.497 0.174
H -0.976 1.939 3.888 -0.138 -0.502 0.095 0.179
H -0.185 4.417 1.126 0.062 0.187 0.138 0.223
H -1.147 2.162 0.131 0.581 -0.307 -0.146 0.413
H -2.767 -2.000 1.806 -0.888 -0.742 -0.878 -0.026
H -3.339 1.623 -2.032 -0.193 -0.398 0.091 0.181
H -0.523 -0.402 4.803 0.029 -0.072 0.106 0.201
H -1.453 -0.784 -2.522 0.205 0.340 0.097 0.204
H 1.110 0.247 4.968 0.387 -0.072 -0.243 0.170
H -2.058 1.942 1.395 0.042 -0.496 0.282 0.362
H -0.879 -2.968 -0.760 -0.407 0.515 0.046 0.498
H 0.007 -3.856 1.324 -0.276 0.095 -0.148 0.195
H -2.474 -1.503 3.625 -0.335 0.020 1.230 0.014
H -2.604 1.256 -3.567 0.164 -0.259 -0.070 0.170
H 2.154 1.068 -4.257 -0.298 0.394 0.784 0.169
H 2.576 -2.635 0.245 -0.577 0.472 -0.354 0.192
H 0.813 -4.262 -0.194 0.056 0.160 -0.201 0.189
H 0.415 -1.100 -5.348 -0.175 0.026 0.031 0.205
H -0.552 1.433 -2.293 -0.105 -0.078 0.214 0.498
H 0.929 0.431 -6.048 -0.030 -0.129 -0.050 0.211
H -1.611 4.076 2.106 -0.093 -0.437 -0.251 0.205
H -0.407 0.411 -4.924 0.094 0.092 0.319 0.207

---

Entry 3:
69
Properties=species:S:1:pos:R:3:forces:R:3:nbo_charge:R:1 method="wB97M-V/def2-TZVPD" total_energy_ha=-5380.06871 spin_multiplicity=3 gap_ev="7.869 / 3.423" fmax_ev_per_a=6.10 homo_ev="-8.96 / -8.96"
Cu 1.608 -0.929 23.214 -0.648 -1.229 -2.317 1.552
S 7.675 -0.968 23.240 0.200 -2.982 -1.616 1.185
S 2.250 -3.503 25.581 -2.152 -0.222 0.067 1.287
S 5.535 -8.533 21.605 -0.740 1.525 -1.625 1.236
S -0.013 -8.186 20.193 0.055 0.379 -0.119 1.210
S -1.630 -2.182 23.062 -1.909 -0.403 -1.393 1.215
O 1.112 -8.956 20.802 -0.066 -0.197 -0.515 -0.994
O 2.039 -2.496 24.497 1.297 0.690 -0.784 -1.079
O 0.841 1.734 20.003 0.361 -1.152 -0.786 -0.414
O 1.590 -2.688 21.562 -4.484 1.613 0.550 -0.586
O 8.985 -1.726 23.059 -1.210 1.479 0.099 -0.956
O 6.198 -7.635 20.587 0.053 -0.736 0.759 -0.991
O 3.143 -3.935 21.216 3.401 -4.796 -1.614 -0.483
O 5.212 1.299 23.687 3.255 1.845 -2.088 -0.153
O 0.587 1.997 22.080 0.253 -0.255 1.059 -0.504
O 0.978 0.030 21.335 1.050 -2.642 0.831 -0.577
O 3.366 0.407 23.784 -0.168 -0.311 0.581 -0.360
O -0.266 -1.829 23.514 1.025 1.090 0.499 -1.043
O 4.632 0.537 25.526 -0.175 -0.432 0.003 -0.198
O 3.480 -2.069 22.151 2.362 2.504 1.735 -0.587
N 4.432 0.724 24.331 -3.166 -1.037 1.453 0.716
N 0.829 1.260 21.119 -1.053 3.211 0.668 0.713
N 2.772 -2.917 21.649 -1.505 1.032 -0.222 0.744
N 7.691 -4.079 17.312 -1.995 -0.228 2.744 -0.358
C 6.923 -0.722 21.530 1.507 0.634 -0.070 -0.812
C 6.473 -2.356 23.517 0.512 0.413 0.396 -0.789
C 6.110 -4.315 19.435 0.671 0.374 0.016 -0.737
C 2.340 -5.209 24.894 0.131 0.178 -0.539 -0.824
C 0.484 -3.637 26.032 0.226 -1.431 0.589 -0.791
C 3.890 -7.684 21.773 -0.561 -0.192 0.293 -0.837
C 6.980 -4.176 18.246 0.886 0.049 -2.683 0.298
C -2.694 -0.617 22.798 0.182 -0.722 -1.062 -0.797
C 0.193 -7.955 18.348 -0.285 1.029 1.957 -0.801
C 4.871 -9.946 20.713 -1.284 -0.813 0.350 -0.842
C -1.458 -2.834 21.271 -0.402 1.621 0.259 -0.781
C 0.359 -6.468 20.705 -0.559 -0.318 -0.525 -0.817
H -2.943 -0.101 23.725 0.518 -0.354 0.146 0.249
H 3.366 -5.447 24.617 -0.002 0.163 0.099 0.254
H 7.224 -1.551 20.889 -0.429 -0.580 0.507 0.238
H 5.550 -1.843 23.787 -0.318 -0.618 -0.116 0.205
H -0.262 -5.778 20.134 -0.058 0.029 0.061 0.217
H 5.163 -3.777 19.469 0.151 0.227 -0.712 0.263
H -0.180 -8.824 17.806 0.745 0.056 0.027 0.248
H 0.420 -4.395 26.813 -0.151 0.311 0.489 0.222
H 6.833 -3.053 24.273 0.095 0.621 0.550 0.234
H 5.870 -5.353 19.665 0.490 -0.066 0.060 0.286
H 1.973 -5.950 25.605 0.160 0.325 0.435 0.246
H -0.807 -3.683 21.061 0.284 0.214 1.034 0.263
H 0.022 -2.687 26.298 0.483 -0.062 0.058 0.253
H -3.635 -0.920 22.340 -0.125 -0.660 0.291 0.236
H 4.222 -10.455 21.426 -0.131 0.025 0.398 0.230
H 3.276 -8.017 22.610 0.400 -0.184 0.407 0.218
H 5.513 -10.756 20.367 0.663 0.686 -0.031 0.246
H 6.415 -3.004 22.642 -0.292 0.612 -0.330 0.240
H 0.060 -6.450 21.753 0.226 0.141 -0.016 0.227
H -2.424 -3.067 20.824 -0.289 0.226 0.445 0.227
H -1.056 -1.941 20.792 0.196 -0.196 -0.339 0.253
H 1.191 -7.523 18.269 0.217 -0.796 -0.747 0.240
H 4.028 -6.605 21.838 0.576 -0.066 0.176 0.246
H 6.741 -3.840 20.187 -0.207 -0.439 0.631 0.242
H 7.496 0.067 21.042 -0.199 0.572 0.337 0.230
H 1.711 -5.326 24.012 -0.015 0.474 -0.129 0.250
H -0.054 -4.096 25.203 0.231 0.377 -0.335 0.236
H 5.857 -0.495 21.511 0.098 -0.224 0.224 0.240
H -2.340 0.080 22.039 0.851 -0.010 0.294 0.252
H 1.408 -6.209 20.559 0.007 -0.172 0.093 0.255
H 3.194 -7.835 20.948 0.596 -0.378 -0.459 0.249
H -0.476 -7.110 18.184 -0.267 -0.083 -0.244 0.220
H 4.164 -9.635 19.945 0.429 0.259 -0.254 0.241

---

Entry 4:
57
Properties=species:S:1:pos:R:3:forces:R:3:nbo_charge:R:1 method="wB97M-V/def2-TZVPD" total_energy_ha=-3196.24852 gap_ev=8.362 total_charge=+1 fmax_ev_per_a=1.97 homo_ev=-10.70
I -1.198 2.704 -6.492 0.082 0.098 0.028 0.144
S 0.204 3.869 -1.707 -0.238 0.964 0.716 -0.028
S 0.356 -2.456 0.632 -0.047 0.039 -0.052 1.251
S -4.189 1.442 -3.078 -0.449 0.531 0.196 1.233
S 4.119 -4.875 5.033 0.059 -0.050 0.121 1.261
S 0.871 2.594 2.339 0.239 0.084 -0.062 1.248
O 3.609 -3.589 4.484 -0.114 0.046 -0.190 -1.003
O 0.315 -1.658 -0.642 -0.069 0.287 -0.179 -1.052
O -3.581 0.154 -3.538 0.493 -0.265 -0.143 -1.026
O -1.473 2.985 -3.640 -1.346 0.102 0.077 -0.530
O -0.215 1.573 2.238 -0.031 0.148 0.019 -1.009
N -0.741 0.535 -3.163 0.379 -0.534 -0.020 -0.502
C -0.927 1.355 -1.951 -0.365 0.364 -0.895 -0.265
C -0.463 2.600 -4.477 -0.548 -0.600 -1.287 0.003
C -4.602 2.387 -4.536 0.218 -0.007 -0.233 -0.833
C -1.163 2.809 -2.294 1.901 0.030 -0.498 -0.037
C -0.545 -1.523 1.867 0.099 0.215 -0.013 -0.843
C 0.472 3.699 3.694 -0.121 -0.054 0.093 -0.828
C -5.868 1.093 -2.561 0.023 -0.203 -0.010 -0.821
C 2.257 1.795 3.156 -0.001 -0.032 0.055 -0.827
C 1.976 -2.198 1.345 0.110 -0.010 0.094 -0.829
C 5.324 -5.507 3.862 0.003 -0.040 -0.083 -0.831
C 2.868 -6.122 4.708 -0.034 -0.048 -0.071 -0.831
C 0.070 1.212 -4.184 -0.665 0.609 0.415 -0.290
H 1.998 -5.890 5.315 -0.017 0.051 0.065 0.242
H -6.373 2.030 -2.331 0.050 0.060 0.002 0.243
H -6.391 0.561 -3.353 0.024 -0.018 -0.061 0.244
H -0.170 -0.493 1.911 -0.089 -0.234 -0.040 0.274
H 3.032 2.534 3.351 0.034 0.035 -0.014 0.237
H 4.888 -5.530 2.864 -0.055 0.021 -0.008 0.227
H 2.646 1.028 2.492 0.001 -0.002 -0.066 0.235
H -5.216 1.793 -5.211 -0.033 -0.100 0.059 0.242
H 1.036 1.315 -3.775 1.350 -0.099 0.423 0.222
H 6.183 -4.843 3.873 0.028 0.063 0.048 0.243
H -5.826 0.473 -1.669 0.042 -0.020 0.048 0.249
H -0.409 4.271 3.414 -0.045 0.021 -0.058 0.243
H 5.632 -6.506 4.166 0.015 -0.024 0.035 0.233
H -0.421 -2.015 2.830 -0.002 -0.058 0.033 0.236
H -1.624 0.169 -3.527 -0.924 0.253 -0.090 0.484
H 0.263 3.119 4.591 -0.008 -0.052 0.007 0.237
H -3.656 2.636 -5.027 -0.292 0.042 0.157 0.250
H 2.179 -1.130 1.413 -0.075 0.031 -0.031 0.220
H 1.308 4.375 3.862 0.042 0.016 -0.039 0.237
H -1.981 3.159 -1.746 -1.214 0.669 0.790 0.240
H -5.129 3.292 -4.237 0.047 0.042 0.028 0.243
H -1.757 0.970 -1.432 -0.872 -0.656 0.775 0.249
H 2.015 -2.654 2.335 0.042 -0.025 0.014 0.261
H 1.257 3.574 -2.472 -0.091 -0.506 -0.271 0.119
H -0.048 1.282 -1.389 1.120 -0.454 1.051 0.247
H 0.087 0.638 -5.062 0.192 -0.967 -0.976 0.250
H -0.215 -0.272 -2.856 0.123 -0.690 0.246 0.463
H 0.326 3.292 -4.446 1.087 1.030 -0.095 0.199
H 2.597 -6.103 3.653 0.027 0.039 -0.034 0.227
H 2.712 -2.671 0.701 -0.010 -0.049 -0.057 0.240
H -1.598 -1.518 1.596 -0.032 -0.068 -0.062 0.235
H 3.255 -7.101 4.985 0.019 -0.022 0.031 0.234
H 1.922 1.340 4.087 -0.060 -0.005 0.013 0.239